[1]
99
Properties=species:S:1:pos:R:3:forces:R:3:lowdin_spin:R:1 method="wB97M-V/def2-TZVPD" charge=0 multiplicity=2 s2=0.760 gap_ev="6.18 / 7.15" homo_energy_ev="-6.9 / -7.9" e_tot_ev=-201571.0079
Ti -0.7474 -0.3281 -1.0679 1.74 -3.68 1.13 0.813
F 0.6854 4.0224 5.8365 0.00 -0.01 -0.08 0.000
C 1.0330 3.2060 4.8460 -0.08 0.02 0.01 0.000
C 2.3426 2.7800 4.7313 0.20 -0.03 0.07 0.000
F 3.2627 3.2084 5.5948 -0.11 -0.01 -0.01 0.000
C 2.6883 1.8902 3.7298 -0.20 -0.11 -0.18 0.000
F 3.9610 1.4929 3.6625 -0.04 0.08 0.26 0.000
C 1.7604 1.4139 2.8102 -0.46 0.18 -0.21 0.000
P 2.1570 0.2423 1.4488 0.52 -0.01 0.45 0.000
C 2.7280 -1.2507 2.3532 -0.25 0.01 -0.24 0.000
C 2.9095 -2.3706 1.5372 -0.15 0.09 0.12 0.000
C 3.3780 -3.5594 2.0678 0.02 -0.01 -0.04 0.000
C 3.6552 -3.6466 3.4232 0.01 -0.06 -0.01 0.000
C 3.4435 -2.5502 4.2430 -0.01 -0.01 0.08 0.000
C 2.9760 -1.3566 3.7153 0.03 -0.05 -0.03 0.000
C 3.7909 0.9021 0.9106 -0.20 0.11 -0.24 0.000
C 4.7128 0.0422 0.3206 -0.01 0.06 -0.02 0.000
C 5.8399 0.5417 -0.3120 -0.03 0.06 -0.01 0.000
C 6.0647 1.9083 -0.3502 0.15 -0.01 -0.02 0.000
C 5.1694 2.7711 0.2613 -0.07 0.10 -0.04 0.000
C 4.0332 2.2756 0.8783 -0.01 -0.13 -0.08 0.000
C 0.4522 1.9190 2.8976 0.11 -0.03 -0.03 0.000
Br -0.9175 1.5398 1.6027 0.39 0.24 0.50 0.000
C 0.0917 2.7810 3.9233 -0.09 -0.25 -0.28 0.000
F -1.1664 3.2037 4.0363 0.03 0.17 0.12 0.000
H 2.6626 -2.2986 0.4836 -0.04 -0.08 -0.03 0.000
H 3.5165 -4.4169 1.4244 0.01 -0.05 -0.02 0.000
H 4.0246 -4.5726 3.8412 0.01 -0.04 0.03 0.000
H 3.6467 -2.6197 5.3029 0.00 -0.02 0.04 0.000
H 2.8175 -0.5183 4.3779 -0.02 0.00 0.01 0.000
H 4.5558 -1.0257 0.3555 0.01 -0.02 -0.07 0.000
H 6.5281 -0.1400 -0.7924 0.07 -0.02 0.03 0.000
H 6.9430 2.3005 -0.8446 0.02 0.01 -0.03 0.000
H 5.3434 3.8394 0.2402 0.03 0.02 0.03 0.000
H 3.3370 2.9602 1.3466 -0.05 0.05 -0.07 0.000
C 1.6027 -3.3356 -3.5042 0.22 0.33 -0.36 0.000
N 0.6148 -3.7537 -2.5391 -0.56 -0.04 0.45 0.001
C 0.6831 -4.8810 -1.7573 0.03 -0.20 0.16 0.002
C -0.4938 -4.9796 -1.0982 0.13 -0.21 0.02 0.001
N -1.2918 -3.9322 -1.4721 0.13 -0.10 -0.52 0.001
B -2.8139 -3.8308 -1.1905 0.23 0.18 -0.05 0.000
N -3.0773 -3.2304 0.2302 0.11 0.33 0.46 0.003
C -4.3001 -3.3698 0.8336 -0.19 0.03 0.12 0.000
C -4.3051 -2.6465 1.9766 -0.19 -0.06 -0.04 0.001
N -3.0664 -2.0614 2.0789 -0.07 -0.25 -0.46 0.001
C -2.6766 -1.1279 3.1037 0.08 0.20 0.23 0.001
C -2.3309 -2.4244 0.9953 0.33 -0.24 0.18 0.003
S -0.6705 -2.0147 0.8160 0.51 -0.25 0.45 0.018
C -0.5901 -3.1759 -2.3308 -0.09 0.04 -0.31 0.005
S -1.0970 -1.7142 -3.0869 -0.13 0.09 -0.16 0.004
H 2.4543 -4.0103 -3.4531 -0.04 -0.04 0.08 0.000
H 1.9286 -2.3105 -3.3228 -0.06 -0.15 0.07 0.000
H 1.1772 -3.3765 -4.5071 0.00 -0.05 0.01 0.000
H 1.5537 -5.5079 -1.7522 0.06 -0.06 0.03 0.000
H -0.8338 -5.7174 -0.3972 -0.02 -0.07 0.04 0.000
H -3.2640 -4.9395 -1.1906 -0.15 -0.24 0.01 0.000
H -3.3128 -3.0983 -1.9932 -0.11 -0.03 -0.11 0.000
H -5.0644 -3.9816 0.3941 -0.07 -0.06 -0.02 0.000
H -5.0610 -2.5007 2.7248 -0.07 -0.03 0.05 0.000
H -3.0917 -1.4398 4.0616 -0.01 -0.04 -0.04 0.000
H -3.0436 -0.1298 2.8563 0.07 -0.04 0.08 0.000
H -1.5903 -1.1075 3.1645 -0.06 0.02 -0.01 0.001
C -7.4192 -0.6485 0.0968 -0.07 -0.21 0.16 0.001
O -7.1712 0.4112 -0.8038 0.15 0.22 -0.21 0.010
C -5.9026 0.6855 -1.1576 0.31 -0.02 0.01 0.018
C -5.7480 1.7053 -2.1163 -0.16 0.16 -0.12 -0.002
C -4.5069 2.0576 -2.5545 -0.01 -0.04 0.05 0.014
C -3.3367 1.4258 -2.0710 -0.07 -0.47 0.34 0.003
C -2.0276 1.7793 -2.5036 0.46 0.15 -0.05 0.081
C -1.7498 2.8833 -3.4844 -0.05 -0.16 0.08 0.011
O -0.9982 1.1749 -2.0564 -1.69 2.92 -2.04 -0.014
C -3.5028 0.3811 -1.1017 -0.27 0.57 -0.48 0.020
O -2.4717 -0.2608 -0.6191 -3.50 0.74 0.91 0.004
C -4.7862 0.0445 -0.6571 -0.17 -0.25 0.23 -0.004
H -8.5021 -0.7088 0.1750 0.05 -0.04 0.05 0.000
H -6.9935 -0.4493 1.0842 0.03 0.04 -0.05 0.000
H -7.0272 -1.5970 -0.2792 0.03 0.05 -0.03 0.000
H -6.6384 2.1859 -2.4927 -0.03 0.05 -0.05 -0.001
H -4.4266 2.8356 -3.2982 0.01 0.06 -0.01 0.001
H -2.6052 3.0950 -4.1169 0.03 0.05 -0.06 0.000
H -0.8997 2.5921 -4.1009 -0.01 0.02 0.03 0.002
H -1.4773 3.7950 -2.9478 0.00 0.00 0.04 0.005
H -4.8605 -0.7501 0.0722 -0.01 -0.04 0.01 -0.001
O 2.3862 -0.3251 -3.2356 -0.04 0.35 -0.04 -0.001
C 1.7186 0.2837 -2.4236 0.62 -0.35 -0.13 0.000
O 1.0298 -0.3104 -1.4839 2.51 0.74 -0.24 -0.002
C 1.7191 1.7957 -2.4465 0.10 0.10 0.02 0.000
C 2.1287 2.4531 -3.6022 0.00 -0.13 0.14 0.000
C 2.1835 3.8388 -3.6431 -0.02 -0.07 -0.19 0.000
C 1.8742 4.5863 -2.5270 -0.17 0.21 0.47 0.000
C 1.4942 3.9288 -1.3606 0.23 -0.94 -1.19 0.000
C 1.3847 2.5416 -1.3270 0.17 0.31 0.23 0.001
N 1.2429 4.6866 -0.1670 -0.13 0.48 0.98 0.000
O 1.2420 5.9018 -0.2384 -0.03 -0.14 -0.09 0.000
O 1.0665 4.0680 0.8736 0.01 0.11 -0.19 0.000
H 2.4068 1.8624 -4.4630 0.00 -0.06 -0.03 0.000
H 2.4736 4.3384 -4.5556 0.05 0.03 -0.04 0.000
H 1.9196 5.6652 -2.5255 0.05 0.01 -0.04 0.000
H 1.0619 2.0589 -0.4173 0.03 -0.04 0.04 0.000

=====

[2]
90
Properties=species:S:1:pos:R:3:forces:R:3:lowdin_spin:R:1 method="wB97M-V/def2-TZVPD" charge=+2 multiplicity=4 s2=3.760 gap_ev="8.16 / 7.18" homo_energy_ev="-13.6 / -13.6" e_tot_ev=-186478.8923
Co -0.1763 -0.0406 0.0792 0.19 0.92 -1.22 2.673
C -1.5761 1.3914 -7.1422 0.79 0.20 -0.51 0.000
C -0.8720 0.3666 -6.3337 -0.19 -0.74 2.13 0.000
C 0.3814 -0.1466 -6.6820 -0.93 -0.22 -0.39 0.000
C 0.9668 -1.1047 -5.8852 0.90 0.15 1.54 0.000
C 0.3700 -1.3921 -4.6283 0.65 -0.59 -0.80 0.000
C -0.8978 -0.8935 -4.3660 0.47 0.20 0.47 0.001
N -1.4866 -0.0112 -5.1487 -0.03 0.35 -1.76 0.000
Sb -2.1805 -1.7492 -2.7557 1.55 -0.09 0.34 0.007
C -2.6627 -0.1983 -1.3394 -2.26 0.16 0.90 0.009
C -4.0645 -0.2085 -1.1831 -0.64 0.82 0.09 0.003
C -4.7798 0.8732 -0.5868 1.84 -1.12 0.24 0.001
C -3.9962 1.8673 -0.0289 -0.13 0.45 0.01 0.003
C -2.6180 1.7749 -0.0569 0.43 -0.59 0.05 0.008
C -1.8234 2.9014 0.5393 0.21 0.64 0.51 0.003
N -1.9779 0.7098 -0.6233 0.89 1.04 -0.09 0.049
C -0.4493 -2.4181 -1.4871 0.15 -0.74 -0.17 0.011
C -0.1481 -3.7613 -1.6884 -0.81 -0.24 -1.08 0.003
C 1.1474 -4.2474 -1.5333 -1.28 -0.45 -0.27 0.003
C 2.1093 -3.4089 -1.0535 0.94 0.69 0.17 0.003
C 1.8024 -2.0946 -0.7703 -2.46 0.43 0.81 0.012
C 2.8398 -1.1577 -0.2763 0.28 0.22 -0.34 0.004
N 0.4849 -1.6410 -0.8981 1.56 0.12 -0.50 0.057
H -1.3931 1.2840 -8.2202 0.13 -0.01 0.34 0.000
H -2.6251 1.3026 -6.9838 -0.80 0.21 0.24 0.000
H -1.1965 2.3728 -6.8299 -0.35 -0.03 -0.15 0.000
H 0.7908 0.1724 -7.6294 0.25 -0.12 -0.02 0.000
H 1.9768 -1.5225 -6.1142 -1.07 0.36 0.13 0.000
H 0.9233 -2.0084 -3.9187 -0.32 -0.03 -0.18 0.000
H -4.6030 -1.1038 -1.4858 -0.12 0.40 -0.42 0.000
H -5.8441 0.8770 -0.4807 -0.43 -0.09 -0.11 0.000
H -4.3430 2.7481 0.5157 -0.52 -0.35 -0.44 0.000
H -1.7054 2.8422 1.6443 -0.14 -0.24 -0.57 0.000
H -0.8277 2.9235 0.0956 -0.15 0.15 0.08 0.000
H -2.3134 3.8988 0.3638 0.37 -1.06 -0.03 0.000
H -0.9635 -4.3835 -2.1243 0.96 0.28 0.35 0.000
H 1.3339 -5.2500 -1.8774 0.31 -0.28 0.30 0.000
H 3.1406 -3.6818 -0.8674 -0.08 -0.36 -0.33 0.000
H 2.8240 -0.9052 0.7833 -0.17 -0.32 0.13 0.001
H 3.7906 -1.5982 -0.5350 0.45 -0.10 0.29 0.000
H 2.8052 -0.2332 -0.8351 -0.24 0.19 -0.16 0.000
F 3.2573 3.1598 5.7477 -1.58 -1.72 -1.91 0.000
C 2.4546 2.3459 4.9507 0.96 1.38 1.50 0.000
C 1.6325 1.4047 5.5672 -0.17 -0.59 1.85 0.000
F 1.6478 1.2216 6.9323 0.07 0.54 -2.36 0.000
C 0.7970 0.5927 4.8088 -0.37 -1.54 0.37 0.001
F 0.0484 -0.3575 5.4735 1.18 1.49 -0.92 0.000
C 0.7768 0.6411 3.4075 0.58 1.78 -1.08 0.009
P -0.2915 -0.3960 2.3304 -0.01 -0.02 2.46 0.042
C -1.8480 -0.1017 3.2021 -0.72 1.55 -0.12 0.007
C -3.0029 -0.8521 2.9631 -0.12 0.28 0.68 0.003
C -4.1162 -0.6303 3.7951 -0.03 -0.45 -0.72 0.000
C -4.1330 0.3580 4.7681 0.81 -0.58 -0.68 0.004
C -3.0577 1.2215 4.8696 0.41 -0.80 -0.92 0.000
C -1.9371 1.0337 4.0653 -0.80 -0.28 -0.29 0.004
C 0.3270 -1.9319 3.0023 0.95 -2.37 -0.25 0.006
C 1.6989 -2.0144 3.4189 -1.64 -0.06 -0.51 0.004
C 2.1483 -3.1139 4.1118 0.55 -0.27 0.64 -0.001
C 1.3466 -4.2258 4.3399 -0.21 0.29 0.26 0.005
C 0.0808 -4.2072 3.8085 -0.83 0.35 -0.62 0.000
C -0.4471 -3.1132 3.1110 0.56 0.66 0.21 0.005
C 1.5734 1.6414 2.7933 -0.07 -0.27 1.18 0.002
Br 1.6151 1.9478 0.9068 0.04 -0.18 0.35 0.040
C 2.3996 2.4735 3.5665 0.75 0.39 -1.08 0.001
F 3.2058 3.3523 2.9080 -0.83 -0.72 1.00 0.001
H -3.0443 -1.5872 2.1529 0.02 0.08 0.46 0.000
H -4.9970 -1.2512 3.6528 0.13 0.07 0.05 0.000
H -4.9598 0.4330 5.4212 -0.79 0.19 0.51 0.000
H -3.0689 2.0138 5.5665 -0.05 0.85 0.58 0.000
H -1.2186 1.8527 4.0858 0.18 -0.63 0.04 0.000
H 2.3732 -1.2089 3.1936 0.17 0.27 0.27 0.000
H 3.1114 -3.0773 4.6055 0.22 -0.01 -0.38 0.000
H 1.6540 -5.0573 4.9769 0.10 0.30 -0.33 0.000
H -0.5988 -5.0162 3.9461 -0.17 -0.70 0.14 0.000
H -1.4668 -3.2144 2.7140 0.49 0.33 0.31 0.000
O 3.8413 0.1475 -3.4383 0.61 0.33 0.68 0.000
C 4.0485 1.3148 -2.6212 -0.68 -0.45 -0.31 0.000
C 2.6870 1.9128 -2.3109 0.13 1.38 0.36 -0.001
C 2.5667 3.2950 -2.0208 -0.88 -1.05 -0.56 0.003
C 1.2600 3.8220 -2.0224 1.01 0.35 0.47 0.000
C 0.1733 3.0150 -2.2837 1.40 -0.77 -0.36 0.003
C 0.4250 1.6456 -2.4909 -1.37 1.97 0.76 0.005
N 1.6122 1.1250 -2.3712 1.09 -1.04 -1.08 0.005
H 4.6992 -0.2547 -3.6590 -0.33 0.38 0.16 0.000
H 4.6381 2.0681 -3.1315 0.04 0.18 -0.34 0.000
H 4.5776 1.1426 -1.6896 0.21 -0.57 0.31 0.000
H 3.4430 3.9152 -1.8575 -0.15 -0.03 -0.15 0.000
H 1.1197 4.8812 -1.8239 0.01 -0.10 -0.06 0.000
H -0.7841 3.4473 -2.3658 -1.06 0.21 -0.15 0.000
H -0.4318 1.0398 -2.7294 0.04 -0.62 0.01 0.001

=====

[3]
87
Properties=species:S:1:pos:R:3:forces:R:3:lowdin_charge:R:1 method="wB97M-V/def2-TZVPD" charge=+1 multiplicity=1 gap_ev=6.54 homo_energy_ev=-10.6 e_tot_ev=-186307.8911
Lu -0.1233 -0.5866 -0.5220 -1.22 -0.42 0.43 1.211
N 2.9141 -0.0508 0.0567 -1.59 -0.03 2.16 -0.430
P 2.0001 -1.3954 0.7808 2.93 -0.78 0.12 0.869
C 3.4311 -2.0448 1.7261 1.10 -1.29 -0.26 -0.337
C 3.3027 -3.3120 2.3149 0.62 0.08 0.15 -0.100
C 4.3567 -3.8793 3.0376 -0.10 0.46 -0.20 -0.064
C 5.5625 -3.1931 3.1687 -0.22 0.19 -0.17 -0.070
C 5.7160 -1.9376 2.5801 -0.65 -0.35 0.01 -0.065
C 4.6632 -1.3624 1.8587 -0.19 -0.44 0.15 -0.076
C 1.1467 -0.9737 2.3136 -0.77 2.07 0.40 -0.425
C 1.1656 0.3657 2.7429 -0.35 -0.29 0.34 -0.098
C 0.5366 0.7451 3.9287 -0.10 -0.38 0.03 -0.057
C -0.1174 -0.2111 4.7049 0.22 -0.01 -0.41 -0.060
C -0.1485 -1.5459 4.2889 0.49 0.29 -0.55 -0.058
C 0.4759 -1.9290 3.0941 -0.36 0.34 0.30 -0.097
P 1.8824 1.1325 -0.8252 2.11 0.98 -1.25 0.983
C 3.3671 2.1676 -0.9109 0.91 0.77 -1.61 -0.414
C 3.9171 2.4766 -2.1614 0.23 0.23 0.48 -0.086
C 5.0581 3.2804 -2.2461 0.08 0.04 0.55 -0.063
C 5.6583 3.7733 -1.0825 -0.43 -0.30 -0.29 -0.064
C 5.1173 3.4639 0.1682 -0.40 -0.32 -0.36 -0.061
C 3.9765 2.6637 0.2571 0.12 0.04 -0.35 -0.098
C 0.7822 2.4999 -0.2328 -0.40 0.47 2.15 -0.323
C -0.4560 2.2164 0.3918 0.64 1.98 0.00 -0.147
C -1.3131 3.2343 0.8198 0.33 -0.56 -0.11 -0.043
C -0.9587 4.5676 0.6528 0.32 -0.12 -0.13 -0.046
C 0.2526 4.8865 0.0488 -0.25 -0.62 -0.13 -0.043
C 1.1090 3.8744 -0.3977 -0.35 -0.35 0.34 -0.041
H 3.5297 -0.4884 -0.6680 -0.66 0.61 0.55 0.089
H 2.3874 -3.8768 2.2174 -0.08 -0.04 -0.09 0.095
H 4.2380 -4.8558 3.4894 -0.03 0.03 -0.04 0.109
H 6.3790 -3.6352 3.7251 -0.01 0.00 -0.03 0.108
H 6.6546 -1.4081 2.6808 -0.06 0.05 -0.04 0.108
H 4.8367 -0.3881 1.4279 -0.24 0.03 -0.13 0.086
H 1.6755 1.1225 2.1654 0.14 0.04 -0.07 0.077
H 0.5628 1.7801 4.2453 0.01 -0.02 -0.01 0.112
H -0.5991 0.0847 5.6282 0.00 -0.04 -0.02 0.111
H -0.6569 -2.2834 4.8955 0.04 -0.06 -0.06 0.111
H 0.4343 -2.9636 2.7899 -0.06 -0.03 -0.12 0.096
H 3.4602 2.0992 -3.0677 -0.03 0.02 0.01 0.105
H 5.4796 3.5208 -3.2132 -0.02 -0.02 0.01 0.108
H 6.5423 4.3938 -1.1500 -0.02 -0.01 -0.01 0.108
H 5.5831 3.8437 1.0689 -0.06 -0.03 -0.01 0.109
H 3.5670 2.4303 1.2320 -0.02 -0.02 -0.01 0.103
H -0.8005 1.2228 0.5773 -0.38 -0.53 0.52 0.025
H -2.2579 2.9849 1.2875 0.08 -0.03 -0.01 0.100
H -1.6227 5.3527 0.9912 0.01 -0.04 0.00 0.115
H 0.5296 5.9252 -0.0788 0.06 -0.08 -0.08 0.115
H 2.0190 4.2057 -0.8686 0.19 -0.28 -0.05 0.104
Br -0.7347 -0.6521 -8.0632 0.04 -0.06 0.20 0.784
C -0.5227 -0.7975 -6.1947 -0.11 0.39 0.57 -0.662
C -0.0217 -1.9596 -5.6274 0.34 -0.70 1.03 -0.169
N 0.1580 -2.1370 -4.2983 -0.58 1.55 0.21 0.091
C -0.1862 -1.0868 -3.5038 0.21 -0.68 -2.24 -0.126
C -0.6967 0.1206 -3.9711 0.40 -0.67 -0.18 -0.104
C -0.8644 0.2551 -5.3563 -0.02 0.11 0.12 -0.017
C -1.0489 1.2246 -3.0176 -0.97 3.67 -2.59 -0.597
O -1.5095 2.2949 -3.5232 1.35 -2.84 1.66 0.050
O -0.8591 1.0026 -1.7819 4.33 0.98 0.78 -0.359
H 0.2599 -2.8103 -6.2392 -0.05 0.12 -0.04 0.108
H -0.0359 -1.2450 -2.4373 0.18 -0.61 -0.62 0.009
H -1.2614 1.1871 -5.7525 0.06 -0.14 0.19 0.128
O -2.6156 0.0963 -2.0672 -3.96 -3.16 2.18 -0.454
S -2.6059 -1.1221 -1.1303 -3.77 1.24 -3.19 0.949
C -4.3187 -1.4905 -1.5539 -1.42 -2.43 -0.26 -0.327
C -5.3300 -0.5209 -1.4418 0.31 -0.07 0.12 -0.051
C -6.6483 -0.8380 -1.7741 0.70 -0.44 -0.04 -0.051
C -6.9673 -2.1218 -2.2200 0.51 -0.16 0.05 -0.064
C -5.9667 -3.0895 -2.3332 -0.14 0.58 0.09 -0.063
C -4.6462 -2.7756 -2.0011 -0.10 0.39 0.15 -0.070
C -3.0300 -0.9897 0.6072 0.31 1.47 1.28 -0.437
C -3.0173 -2.1301 1.4186 -0.03 -0.04 0.19 -0.101
C -3.3492 -2.0296 2.7722 -0.09 0.47 -0.56 -0.058
C -3.6950 -0.7910 3.3182 0.13 0.12 -0.53 -0.059
C -3.7067 0.3488 2.5107 0.11 -0.51 -0.02 -0.052
C -3.3726 0.2512 1.1582 0.14 -0.24 0.21 -0.087
H -5.0970 0.4765 -1.0985 0.06 0.04 -0.05 0.111
H -7.4230 -0.0891 -1.6864 0.07 0.07 0.02 0.111
H -7.9886 -2.3663 -2.4771 -0.01 -0.01 0.00 0.108
H -6.2159 -4.0830 -2.6782 0.05 -0.03 -0.02 0.108
H -3.8786 -3.5314 -2.0908 0.06 -0.05 0.00 0.109
H -2.7519 -3.0919 1.0016 0.05 0.02 -0.02 0.102
H -3.3391 -2.9103 3.3987 0.00 -0.06 -0.06 0.113
H -3.9527 -0.7141 4.3654 0.00 0.01 0.02 0.111
H -3.9740 1.3067 2.9338 -0.02 0.04 -0.02 0.110
H -3.3837 1.1376 0.5396 0.01 0.04 -0.20 0.104
H -0.6190 -2.3222 0.3625 0.28 0.38 -0.52 -0.089